37
Properties=species:S:1:pos:R:3:forces:R:3:nbo_charge:R:1 method="wB97M-V/def2-TZVPD" relative_energy_kcal_mol=0.0 orbital_gap_ev=8.2 charge=+1 spin_multiplicity=1
C 4.262360 -2.038609 2.974265 -0.06 -0.01 -0.18 -0.208
H 1.508394 -1.155612 1.184624 0.04 -0.13 0.02 0.191
C -2.612633 2.192379 -0.079756 -1.59 3.85 -1.14 -0.311
C 0.124262 1.444676 0.387251 4.37 0.84 -0.99 -0.146
C -2.601663 2.397216 -1.699025 -0.37 1.08 0.50 -0.250
H 1.708745 0.586541 -1.154317 -2.08 1.64 -0.02 0.257
H -3.664813 -0.826470 0.415491 1.91 1.48 -1.45 0.281
N -2.188623 0.865903 0.443979 -4.48 0.91 1.38 -0.091
H 4.972424 -3.366698 -0.074990 -0.10 0.08 0.13 0.221
S -1.570012 -1.598616 -0.670762 -0.73 -0.60 -0.65 0.019
H -0.010743 2.557087 0.703958 -0.40 -2.14 -0.64 0.222
H -3.757753 2.322526 0.242945 2.50 -0.61 -0.69 0.267
H -3.264124 1.325134 -3.315405 -0.81 0.01 1.86 0.390
H 2.752727 -2.378857 -0.580027 0.06 -0.01 0.11 0.208
C 3.020609 -1.472720 2.686565 0.06 -0.05 -0.10 -0.206
H -1.551269 2.419903 -2.209214 -1.69 -0.27 1.30 0.215
H 1.029669 1.053726 1.067642 -2.48 0.71 -1.18 0.252
C 2.477140 -1.594629 1.408025 0.28 -0.08 0.03 -0.236
H 2.475369 -0.936857 3.459684 0.09 -0.10 -0.09 0.209
H -3.232362 -0.706771 -2.503431 -0.88 1.57 2.10 0.235
H -0.106982 0.711650 -1.794236 2.00 1.20 1.33 0.201
C 4.423468 -2.838243 0.700425 -0.08 0.06 0.09 -0.205
H -1.050504 -1.395049 -1.980464 -1.13 0.44 1.51 0.164
O -0.939663 0.517711 0.532096 3.96 0.33 1.36 -0.346
N -3.559244 1.417367 -2.296740 1.84 0.39 -0.84 -0.639
C 3.177560 -2.280404 0.415230 0.06 0.07 0.17 -0.218
C 4.965167 -2.719543 1.979972 -0.19 0.09 -0.02 -0.199
H 4.682937 -1.948187 3.971925 -0.06 -0.01 -0.15 0.222
H -2.082056 3.138863 0.418586 -0.84 -2.59 -0.85 0.277
C -2.894222 -0.267990 -0.306192 -0.62 -2.85 -1.59 -0.198
H -4.778933 -0.202726 -1.558422 2.52 0.58 -0.06 0.230
C -3.622226 0.072186 -1.684796 -1.65 -1.90 -1.55 -0.271
H 5.934652 -3.157373 2.202787 -0.16 0.07 -0.04 0.224
C 0.739045 1.266008 -1.160974 -1.02 -0.01 -0.06 -0.661
H -2.601786 0.804249 1.426562 0.61 0.30 -1.26 0.423
H 0.902951 2.311567 -1.659114 0.01 -2.07 0.97 0.235
H -3.067871 3.480663 -1.894144 1.12 -2.27 0.69 0.244

9
Properties=species:S:1:pos:R:3:forces:R:3:nbo_charge:R:1 method="wB97M-V/def2-TZVPD" relative_energy_kcal_mol=50.8 orbital_gap_ev="7.0 / 7.0" charge=-1 spin_multiplicity=1
O -2.997433 1.217896 0.255589 2.26 0.58 -0.83 -0.522
O 0.547332 0.483737 0.971123 1.35 -1.35 1.41 -0.233
C 1.083007 -1.196264 -0.277874 0.19 -3.57 -2.27 0.788
H 0.935838 0.540455 -0.709937 -0.16 1.30 0.34 0.510
N -1.799757 0.987967 0.571943 -3.22 -1.91 2.75 0.275
O 1.372845 -0.213263 -1.102545 0.76 -1.07 -1.35 -0.673
O -0.827507 1.343541 -0.052111 -0.55 1.91 -2.67 -0.417
O 1.195684 -2.402934 -0.579950 0.08 3.01 1.12 -0.613
N 0.489989 -0.761136 0.923759 -0.72 1.10 1.50 -0.115

22
Properties=species:S:1:pos:R:3:forces:R:3:nbo_charge:R:1 method="wB97M-V/def2-TZVPD" smiles="C#C[C@@](C)(CC=O)C(=C)C" relative_energy_kcal_mol=62.9 orbital_gap_ev=10.4 charge=0 spin_multiplicity=1
H -0.748157 1.413816 -1.965889 0.14 -0.03 -0.21 0.210
H 0.216546 -0.510830 2.461162 -0.05 -0.01 0.05 0.221
H -2.025450 0.489132 -1.201507 -0.06 -0.20 0.00 0.227
C 0.795094 -0.943140 -0.943617 -0.09 0.30 0.50 -0.500
C -1.300614 1.279988 -1.038529 0.04 0.02 -0.08 -0.661
C -1.229541 -1.313989 0.363159 -0.42 -0.37 0.08 0.010
H -3.043588 -2.640684 0.460682 -0.42 -0.23 0.05 0.234
C 1.901343 0.048539 -1.207504 0.92 -0.75 -0.71 0.455
H -0.418065 2.927258 0.872763 0.04 0.17 -0.19 0.198
H -1.862153 2.194787 -0.877453 0.05 0.17 0.13 0.225
H 1.726786 -0.234360 1.568347 -0.01 -0.01 0.03 0.242
H 1.034384 -1.857091 1.659520 -0.03 -0.03 0.01 0.214
C -2.205684 -2.006454 0.424109 0.37 0.21 -0.08 -0.226
C -0.375274 0.980832 0.109682 -0.78 -0.86 0.67 0.046
H 0.135705 -0.977444 -1.814116 0.12 -0.06 0.04 0.229
O 2.647578 0.549030 -0.405502 -0.45 -0.03 -0.21 -0.513
H 0.662057 1.772531 1.776480 0.07 -0.19 0.24 0.205
C -0.027288 1.925794 0.967211 0.09 0.02 -0.03 -0.388
C -0.003671 -0.539153 0.311547 0.29 1.39 -0.32 -0.180
C 0.796854 -0.795949 1.586932 0.11 0.05 0.04 -0.600
H 1.247186 -1.933215 -0.808573 -0.04 0.06 -0.09 0.249
H 2.075952 0.170604 -2.298905 0.08 0.42 0.07 0.103

18
Properties=species:S:1:pos:R:3:forces:R:3:nbo_charge:R:1 method="wB97M-V/def2-TZVPD" smiles="C=C.O.O.O.O" relative_energy_kcal_mol=36.4 orbital_gap_ev=10.6 charge=0 spin_multiplicity=1
O -6.745919 2.129055 -0.263652 -0.02 -0.02 -0.08 -0.936
H 1.771160 -2.769934 4.345730 -0.04 0.16 -0.55 0.462
H 2.976210 0.199520 1.492089 -0.37 0.01 -0.08 0.478
H 1.854310 0.628826 -3.167618 -0.08 -0.56 0.26 0.199
H -0.856902 1.690674 -0.017746 0.21 -0.35 -0.39 0.468
H -6.465049 1.643318 0.516266 0.00 -0.03 0.04 0.468
C 1.205666 -1.424605 -2.973478 0.52 -0.03 0.86 -0.384
O 1.985042 -2.270593 3.537162 0.17 -0.27 0.90 -0.940
H 1.959815 -1.715879 -2.248431 0.07 -0.01 -0.09 0.189
H 1.884666 0.573451 2.546930 0.21 -0.25 -0.39 0.478
H -0.137236 2.005231 1.215939 0.46 -0.18 0.02 0.461
O 2.830110 0.434310 2.410992 0.21 0.19 0.48 -0.956
C 1.153785 -0.177234 -3.402117 -0.55 0.47 -0.99 -0.385
H 0.383781 0.122291 -4.122547 0.18 -0.12 0.27 0.185
H -7.072923 1.457196 -0.871295 0.02 0.05 0.05 0.469
O -0.015351 1.480955 0.410663 -0.65 0.55 0.40 -0.929
H 0.503111 -2.212955 -3.210367 -0.14 0.25 -0.31 0.196
H 2.785728 -1.793632 3.801478 -0.20 0.14 -0.39 0.478

Copy entry 4 word for word.
18
Properties=species:S:1:pos:R:3:forces:R:3:nbo_charge:R:1 method="wB97M-V/def2-TZVPD" smiles="C=C.O.O.O.O" relative_energy_kcal_mol=36.4 orbital_gap_ev=10.6 charge=0 spin_multiplicity=1
O -6.745919 2.129055 -0.263652 -0.02 -0.02 -0.08 -0.936
H 1.771160 -2.769934 4.345730 -0.04 0.16 -0.55 0.462
H 2.976210 0.199520 1.492089 -0.37 0.01 -0.08 0.478
H 1.854310 0.628826 -3.167618 -0.08 -0.56 0.26 0.199
H -0.856902 1.690674 -0.017746 0.21 -0.35 -0.39 0.468
H -6.465049 1.643318 0.516266 0.00 -0.03 0.04 0.468
C 1.205666 -1.424605 -2.973478 0.52 -0.03 0.86 -0.384
O 1.985042 -2.270593 3.537162 0.17 -0.27 0.90 -0.940
H 1.959815 -1.715879 -2.248431 0.07 -0.01 -0.09 0.189
H 1.884666 0.573451 2.546930 0.21 -0.25 -0.39 0.478
H -0.137236 2.005231 1.215939 0.46 -0.18 0.02 0.461
O 2.830110 0.434310 2.410992 0.21 0.19 0.48 -0.956
C 1.153785 -0.177234 -3.402117 -0.55 0.47 -0.99 -0.385
H 0.383781 0.122291 -4.122547 0.18 -0.12 0.27 0.185
H -7.072923 1.457196 -0.871295 0.02 0.05 0.05 0.469
O -0.015351 1.480955 0.410663 -0.65 0.55 0.40 -0.929
H 0.503111 -2.212955 -3.210367 -0.14 0.25 -0.31 0.196
H 2.785728 -1.793632 3.801478 -0.20 0.14 -0.39 0.478